Formula: C30H27BCrN8OP
Source: OMol25
Level of theory: wB97M-V/def2-TZVPD

The geometry in ORCA input format:
```
! wB97M-V def2-TZVPD RIJCOSX def2/J DEFGRID3
* xyz 2 2
Cr 0.01 -0.45 -0.09
C 3.47 -2.31 -1.30
C 2.50 -1.35 -1.46
N 1.49 -1.58 -0.59
N 1.83 -2.67 0.14
C 3.01 -3.13 -0.27
B 0.92 -3.02 1.36
N 1.01 -1.81 2.31
C 1.62 -1.60 3.48
C 1.61 -0.25 3.76
C 0.99 0.34 2.67
N 0.63 -0.61 1.79
N -0.56 -3.05 0.83
C -1.44 -4.04 0.88
C -2.64 -3.61 0.31
C -2.40 -2.32 -0.08
N -1.13 -1.97 0.23
N 1.25 -4.32 2.00
C 0.99 -4.78 3.26
C 1.25 -6.12 3.28
C 1.68 -6.41 1.96
N 1.66 -5.34 1.20
H 4.39 -2.42 -1.85
H 2.46 -0.52 -2.15
H 3.42 -4.02 0.16
H 2.03 -2.42 4.05
H 2.00 0.25 4.63
H 0.80 1.37 2.46
H -1.17 -5.00 1.31
H -3.55 -4.18 0.21
H -3.05 -1.60 -0.55
H 0.59 -4.14 4.03
H 1.16 -6.80 4.11
H 1.99 -7.36 1.55
O 0.88 1.25 -0.19
P -0.14 2.27 -0.77
C -1.34 1.14 -1.53
C -0.80 0.18 -2.42
C -1.64 -0.63 -3.17
C -3.02 -0.48 -3.06
C -3.56 0.45 -2.18
C -2.73 1.25 -1.41
C 0.60 3.30 -2.01
C -0.22 4.00 -2.90
C 0.37 4.81 -3.85
C 1.75 4.92 -3.92
C 2.56 4.22 -3.03
C 1.98 3.40 -2.07
C -0.94 3.23 0.49
C -1.67 2.58 1.49
C -2.26 3.31 2.50
C -2.12 4.70 2.52
C -1.40 5.35 1.53
C -0.80 4.62 0.51
H 0.26 0.17 -2.63
H -1.22 -1.35 -3.86
H -3.68 -1.09 -3.67
H -4.63 0.56 -2.11
H -3.16 1.98 -0.73
H -1.30 3.92 -2.85
H -0.25 5.36 -4.55
H 2.20 5.55 -4.67
H 3.63 4.31 -3.09
H 2.61 2.85 -1.37
H -1.78 1.50 1.50
H -2.82 2.82 3.28
H -2.59 5.27 3.31
H -1.29 6.42 1.55
H -0.24 5.12 -0.26
*
```

As for the expectation value of S²: 0.757. The HOMO-LUMO gap (spin up / spin down) comes out at 6.44 / 6.94 eV.

Atom charges from the natural (NBO) analysis, given in e for atoms 1 to 6: number 1, Cr, carries 1.2868; number 2, C, carries -0.3028; number 3, C, carries 0.0136; number 4, N, carries -0.3301; number 5, N, carries -0.3029; number 6, C, carries 0.0880

Formula: C30H27BMgN8PSbSe4
Source: OMol25
Level of theory: wB97M-V/def2-TZVPD

The geometry in ORCA input format:
```
! wB97M-V def2-TZVPD RIJCOSX def2/J DEFGRID3
* xyz -1 2
Mg 1.50 -0.15 -0.71
C 4.72 -0.35 2.13
C 4.07 -0.82 1.00
N 3.03 -0.05 0.71
N 2.99 0.94 1.65
C 4.01 0.77 2.52
B 1.90 2.02 1.49
N 0.53 1.31 1.65
C 0.16 0.67 2.79
C -1.20 0.63 2.85
C -1.61 1.30 1.67
N -0.58 1.72 0.96
N 1.94 2.63 0.05
C 2.34 3.85 -0.33
C 2.25 3.93 -1.71
C 1.77 2.68 -2.10
N 1.58 1.90 -1.04
N 2.02 3.20 2.49
C 1.04 4.12 2.64
C 1.43 5.00 3.62
C 2.69 4.51 4.02
N 3.04 3.43 3.35
H 5.59 -0.77 2.61
H 4.32 -1.67 0.37
H 4.15 1.46 3.32
H 0.91 0.29 3.47
H -1.82 0.16 3.60
H -2.62 1.48 1.31
H 2.68 4.57 0.40
H 2.50 4.77 -2.33
H 1.56 2.30 -3.08
H 0.14 4.08 2.04
H 0.89 5.85 3.99
H 3.35 4.90 4.78
Se 1.76 -4.00 0.01
Sb 2.95 -3.45 -2.04
Se 2.42 -1.13 -2.78
Se 5.35 -3.79 -2.02
Se 2.16 -4.95 -3.87
C -1.10 -4.34 -4.13
C -1.01 -3.01 -4.54
C -1.04 -2.00 -3.60
C -1.17 -2.30 -2.24
C -1.26 -3.62 -1.84
C -1.22 -4.64 -2.79
P -1.09 -0.91 -1.05
C -2.48 0.14 -1.57
C -2.30 1.52 -1.59
C -3.32 2.36 -2.02
C -4.52 1.82 -2.45
C -4.71 0.45 -2.44
C -3.69 -0.39 -2.01
C -1.64 -1.69 0.52
C -0.66 -2.26 1.32
C -0.99 -2.88 2.52
C -2.30 -2.90 2.95
C -3.29 -2.31 2.17
C -2.96 -1.72 0.96
H -1.04 -5.14 -4.86
H -0.88 -2.77 -5.59
H -0.93 -0.97 -3.92
H -1.32 -3.87 -0.79
H -1.27 -5.67 -2.46
H -1.36 1.93 -1.24
H -3.16 3.43 -2.03
H -5.31 2.48 -2.79
H -5.64 0.02 -2.79
H -3.83 -1.47 -2.04
H 0.39 -2.29 1.01
H -0.20 -3.36 3.10
H -2.57 -3.38 3.89
H -4.32 -2.32 2.50
H -3.74 -1.26 0.36
*
```

For the energy relative to the best compared isomer or geometry (same formula, charge and spin), the calculation gives 128.6 kJ/mol. As for the expectation value of S²: 0.757. The HOMO-LUMO gap (spin up / spin down) comes out at 6.67 / 5.43 eV.

Atom charges from the Löwdin analysis, given in e for atoms 1 to 6: number 1, Mg, carries 0.2265; number 2, C, carries -0.0396; number 3, C, carries -0.1166; number 4, N, carries -0.0024; number 5, N, carries 0.0182; number 6, C, carries -0.0664